# C28H37N12PrS2Se

A molecular structure, C28H37N12PrS2Se (wB97M-V/def2-TZVPD, OMol25).

The value obtained for the electronic energy is -5460.4544 hartree. The spin multiplicity is 3. For the LUMO energy (alpha / beta), the calculation gives -6.4 / -6.3 eV. Its expectation value of S² is 2.00. The total charge is +2. As for the HOMO-LUMO gap (alpha / beta): 0.2184 / 0.2177 hartree.

CARTESIAN COORDINATES (ANGSTROEM)
1 Pr 0.49 0.17 0.76
2 N -1.31 4.01 2.14
3 C -1.44 4.23 3.52
4 C -2.09 5.38 3.99
5 C -2.31 5.57 5.36
6 C -1.89 4.61 6.27
7 C -1.25 3.46 5.82
8 C -1.03 3.26 4.44
9 S -0.18 1.81 3.90
10 N -0.44 1.79 2.26
11 C -0.93 2.80 1.58
12 C -1.15 2.67 0.03
13 C -2.08 3.52 -0.58
14 C -2.24 3.48 -1.96
15 C -1.49 2.59 -2.72
16 C -0.62 1.75 -2.05
17 N -0.43 1.77 -0.72
18 H -1.41 4.83 1.56
19 H -2.45 6.13 3.30
20 H -2.82 6.46 5.71
21 H -2.06 4.75 7.34
22 H -0.92 2.71 6.53
23 H -2.70 4.20 0.00
24 H -2.96 4.14 -2.45
25 H -1.60 2.54 -3.80
26 H -0.01 1.03 -2.59
27 Se 1.20 -0.71 5.85
28 N 0.02 -2.06 5.81
29 C -0.48 -2.22 4.58
30 C -1.42 -3.19 4.22
31 C -1.85 -3.24 2.89
32 C -1.33 -2.33 1.95
33 N -0.41 -1.39 2.33
34 C 0.00 -1.35 3.63
35 N 0.90 -0.47 4.09
36 H -1.81 -3.89 4.96
37 H -2.58 -3.98 2.59
38 H -1.66 -2.36 0.92
39 C 0.47 -4.54 -1.61
40 N -0.80 -4.08 -2.18
41 C -1.80 -5.13 -2.34
42 C -1.19 -2.73 -2.14
43 S -0.55 -1.63 -1.04
44 N -2.15 -2.38 -3.11
45 C -2.06 -2.90 -4.47
46 C -2.97 -1.18 -2.97
47 H 0.78 -5.45 -2.12
48 H 0.33 -4.74 -0.54
49 H 1.25 -3.79 -1.74
50 H -1.89 -5.68 -1.39
51 H -1.48 -5.81 -3.13
52 H -2.79 -4.73 -2.58
53 H -1.28 -3.66 -4.58
54 H -1.82 -2.08 -5.15
55 H -3.03 -3.32 -4.74
56 H -3.22 -0.98 -1.92
57 H -3.91 -1.32 -3.52
58 H -2.43 -0.32 -3.39
59 C 2.65 1.54 -1.18
60 N 2.31 0.17 -0.81
61 C 3.48 -0.47 -0.22
62 N 4.58 -0.47 -1.17
63 C 4.91 0.90 -1.53
64 N 3.75 1.55 -2.13
65 C 3.36 0.81 -3.32
66 N 3.02 -0.56 -2.98
67 C 1.93 -0.55 -2.02
68 C 4.18 -1.20 -2.37
69 H 2.92 2.12 -0.28
70 H 1.78 2.06 -1.59
71 H 3.24 -1.49 0.09
72 H 3.77 0.04 0.70
73 H 5.77 0.93 -2.22
74 H 5.25 1.46 -0.65
75 H 4.16 0.84 -4.07
76 H 2.51 1.31 -3.81
77 H 1.63 -1.58 -1.76
78 H 1.02 -0.11 -2.46
79 H 5.01 -1.24 -3.09
80 H 3.96 -2.25 -2.13
81 H 2.12 0.17 2.18

Results of the Löwdin charge analysis, in e, for atoms 1 through 8:
1. Pr 0.871
2. N 0.124
3. C -0.240
4. C -0.003
5. C -0.055
6. C -0.061
7. C -0.075
8. C -0.404


# C5H12O2

2 unconnected molecules or ions with the total composition C5H12O2 (wB97M-V/def2-TZVPD, OMol25).

The value obtained for the electronic energy is -348.1334 hartree. For the LUMO energy, the calculation gives 1.0 eV. The calculation puts the energy above the lowest of the compared OMol25 structures with the same formula, charge and spin at 187.5 kJ/mol. Its SMILES is C[C@H]1CCO1.CO. The total charge is 0. As for the HOMO-LUMO gap: 0.3926 hartree.

CARTESIAN COORDINATES (ANGSTROEM)
1 C -0.32 1.58 -0.09
2 C 0.14 0.55 -1.09
3 C 1.64 0.42 -1.37
4 C 1.39 -1.08 -1.18
5 O 0.09 -0.82 -0.62
6 H 0.26 1.53 0.84
7 H -1.38 1.46 0.17
8 H -0.20 2.58 -0.54
9 H -0.46 0.62 -2.01
10 H 2.24 0.85 -0.56
11 H 2.00 0.76 -2.33
12 H 1.30 -1.64 -2.11
13 H 2.04 -1.63 -0.49
14 C -1.78 -0.87 2.03
15 O -0.38 -0.75 2.11
16 H -2.28 0.11 1.94
17 H -2.14 -1.35 2.94
18 H -2.09 -1.48 1.17
19 H -0.06 -0.83 1.19

Results of the natural (NBO) charge analysis, in e, for atoms 1 through 8:
1. C -0.641
2. C 0.114
3. C -0.453
4. C -0.056
5. O -0.560
6. H 0.227
7. H 0.222
8. H 0.218


# C20H36N2O4

C20H36N2O4 in the gas phase (wB97M-V/def2-TZVPD, OMol25).

The value obtained for the electronic energy is -1194.1412 hartree. For the LUMO energy, the calculation gives 0.7 eV. The calculation puts the energy above the lowest of the compared OMol25 structures with the same formula, charge and spin at 280.9 kJ/mol. Its SMILES is CCO[C@H]1OC(C(=O)N2CCN(C)CC2)=C[C@@H](C(C)(C)C)[C@@H]1CCCO. The total charge is 0. As for the HOMO-LUMO gap: 0.3468 hartree.

CARTESIAN COORDINATES (ANGSTROEM)
1 C 0.55 4.69 1.72
2 C -0.24 3.49 1.23
3 O 0.49 2.32 1.57
4 C -0.16 1.13 1.29
5 O -0.32 1.02 -0.12
6 C -0.96 -0.14 -0.46
7 C -1.87 -0.12 -1.64
8 O -2.90 -0.78 -1.63
9 N -1.53 0.64 -2.70
10 C -0.22 1.19 -2.97
11 C 0.44 0.40 -4.10
12 N -0.39 0.44 -5.29
13 C 0.25 -0.18 -6.42
14 C -1.69 -0.14 -5.00
15 C -2.37 0.64 -3.88
16 C -0.87 -1.24 0.30
17 C 0.09 -1.39 1.43
18 C 1.18 -2.44 1.02
19 C 2.25 -2.58 2.11
20 C 1.85 -2.04 -0.30
21 C 0.52 -3.81 0.85
22 C 0.67 -0.03 1.86
23 C 0.81 0.14 3.38
24 C -0.51 0.25 4.14
25 C -0.29 0.11 5.65
26 O -1.48 0.18 6.39
27 H 0.01 5.61 1.47
28 H 0.68 4.64 2.79
29 H 1.52 4.71 1.25
30 H -0.38 3.53 0.14
31 H -1.23 3.45 1.71
32 H -1.18 1.12 1.72
33 H 0.39 1.18 -2.08
34 H -0.35 2.23 -3.30
35 H 1.41 0.85 -4.34
36 H 0.61 -0.64 -3.76
37 H 0.45 -1.25 -6.26
38 H -0.40 -0.08 -7.29
39 H 1.19 0.32 -6.62
40 H -2.30 -0.09 -5.91
41 H -1.60 -1.20 -4.70
42 H -3.32 0.18 -3.62
43 H -2.53 1.67 -4.20
44 H -1.48 -2.09 0.03
45 H -0.44 -1.83 2.28
46 H 2.82 -1.66 2.24
47 H 1.80 -2.86 3.06
48 H 2.96 -3.36 1.83
49 H 2.31 -1.06 -0.23
50 H 1.13 -2.03 -1.11
51 H 2.63 -2.76 -0.55
52 H -0.01 -4.10 1.75
53 H 1.29 -4.56 0.66
54 H -0.17 -3.82 0.01
55 H 1.67 0.10 1.43
56 H 1.40 1.03 3.57
57 H 1.36 -0.72 3.78
58 H -1.22 -0.52 3.82
59 H -0.97 1.23 3.95
60 H 0.42 0.87 5.99
61 H 0.13 -0.88 5.88
62 H -1.92 1.02 6.19

Results of the natural (NBO) charge analysis, in e, for atoms 1 through 8:
1. C -0.619
2. C -0.061
3. O -0.538
4. C 0.406
5. O -0.538
6. C 0.190
7. C 0.638
8. O -0.627


# C4H12O2S

2 unconnected molecules or ions with the total composition C4H12O2S (wB97M-V/def2-TZVPD, OMol25).

The value obtained for the electronic energy is -708.2294 hartree. For the LUMO energy, the calculation gives 0.4 eV. The calculation puts the energy above the lowest of the compared OMol25 structures with the same formula, charge and spin at 77.4 kJ/mol. Its SMILES is OCCCCS.O. The total charge is 0. As for the HOMO-LUMO gap: 0.3504 hartree.

CARTESIAN COORDINATES (ANGSTROEM)
1 O 2.17 1.59 1.04
2 C 0.86 1.61 0.52
3 C -0.06 0.54 1.11
4 C -0.66 -0.46 0.11
5 C -2.08 -0.12 -0.33
6 S -2.17 1.14 -1.61
7 H 2.80 1.08 0.53
8 H 0.46 2.59 0.73
9 H 0.91 1.61 -0.57
10 H -0.76 0.89 1.87
11 H 0.62 -0.04 1.72
12 H -0.76 -1.39 0.67
13 H 0.05 -0.64 -0.70
14 H -2.75 -0.93 -0.54
15 H -2.54 0.27 0.58
16 H -1.26 1.97 -1.10
17 O 1.68 -3.57 -1.42
18 H 1.43 -2.87 -2.04
19 H 2.06 -3.27 -0.59

Results of the natural (NBO) charge analysis, in e, for atoms 1 through 8:
1. O -0.728
2. C -0.071
3. C -0.449
4. C -0.403
5. C -0.525
6. S -0.034
7. H 0.472
8. H 0.177


# C36H58LiN3O2PSSi3

A molecular structure, C36H58LiN3O2PSSi3 (wB97M-V/def2-TZVPD, OMol25).

The value obtained for the electronic energy is -3336.7720 hartree. For the LUMO energy (alpha / beta), the calculation gives 1.7 / 1.7 eV. The calculation puts the energy above the lowest of the compared OMol25 structures with the same formula, charge and spin at 134.4 kJ/mol. The total charge is -1. As for the HOMO-LUMO gap (alpha / beta): 0.1775 / 0.1548 hartree.

CARTESIAN COORDINATES (ANGSTROEM)
1 Li -5.19 -1.40 18.02
2 C -8.28 -2.11 17.46
3 O -6.81 -1.97 17.41
4 Si -6.08 -2.31 15.81
5 C -6.34 -0.86 14.58
6 C -7.01 -3.69 15.00
7 C -4.37 -2.68 16.48
8 Si -3.16 -2.06 15.37
9 C -1.37 -2.68 15.50
10 C -3.47 -2.55 13.53
11 C -3.12 -0.07 15.28
12 Si -4.18 -3.84 17.93
13 C -5.51 -5.25 17.84
14 C -4.41 -2.97 19.65
15 C -2.53 -4.80 18.13
16 H -8.56 -3.12 17.18
17 H -8.83 -1.40 16.78
18 H -8.63 -1.94 18.51
19 H -5.82 0.10 14.75
20 H -7.46 -0.64 14.58
21 H -6.07 -1.14 13.55
22 H -6.33 -4.37 14.43
23 H -7.73 -3.34 14.26
24 H -7.63 -4.30 15.66
25 H -0.65 -2.15 14.79
26 H -1.32 -3.69 14.97
27 H -0.92 -2.79 16.45
28 H -3.02 -3.55 13.45
29 H -2.94 -1.85 12.85
30 H -4.49 -2.59 13.20
31 H -3.76 0.42 16.05
32 H -3.46 0.29 14.30
33 H -2.04 0.20 15.48
34 H -6.43 -4.82 18.33
35 H -5.00 -6.09 18.38
36 H -5.68 -5.53 16.77
37 H -3.78 -2.08 19.78
38 H -4.12 -3.66 20.49
39 H -5.50 -2.75 19.79
40 H -2.46 -5.70 17.54
41 H -2.57 -5.20 19.21
42 H -1.71 -4.12 17.91
43 N -2.01 -1.26 21.92
44 C -1.54 -1.95 22.94
45 C -1.64 -1.74 24.33
46 C -1.41 -2.66 25.35
47 C -0.94 -4.03 24.96
48 C -0.83 -4.23 23.66
49 N -1.07 -3.27 22.69
50 C -1.75 0.04 21.66
51 C -0.66 0.79 22.27
52 C -0.02 1.81 21.51
53 C -0.33 1.91 20.16
54 C -1.48 1.10 19.60
55 N -2.48 0.78 20.66
56 H -1.21 -3.24 20.54
57 H -1.97 -0.71 24.54
58 H -1.50 -2.30 26.38
59 H -0.70 -4.76 25.73
60 H -0.48 -5.14 23.23
61 H -0.36 0.60 23.28
62 H 0.88 2.37 21.82
63 H 0.28 2.41 19.48
64 H -1.13 0.13 19.21
65 C -5.67 2.73 19.32
66 C -4.64 2.32 20.38
67 P -4.22 0.54 20.28
68 C -1.99 1.89 18.38
69 C -0.92 1.85 17.25
70 C -5.18 -0.04 21.83
71 C -6.74 -0.12 21.64
72 H -6.55 3.21 19.84
73 H -6.11 1.90 18.76
74 H -5.33 3.43 18.57
75 H -5.05 2.56 21.35
76 H -3.75 2.94 20.22
77 H -2.27 2.97 18.68
78 H -2.88 1.39 17.99
79 H -0.58 0.84 17.03
80 H -0.09 2.50 17.50
81 H -1.33 2.27 16.27
82 H -4.94 0.60 22.68
83 H -4.75 -1.05 22.00
84 H -7.22 -0.72 22.45
85 H -6.96 -0.50 20.65
86 H -7.24 0.88 21.62
87 C 4.35 -10.64 17.53
88 C 3.39 -9.65 18.10
89 O 2.19 -9.71 18.01
90 S 4.19 -8.23 18.83
91 C 2.88 -7.29 19.47
92 C 3.08 -6.84 20.79
93 C 2.04 -6.15 21.45
94 C 0.82 -5.79 20.76
95 C 0.69 -6.15 19.32
96 C 1.64 -6.93 18.77
97 C -0.01 -4.83 21.27
98 C -0.75 -3.73 21.40
99 H 3.77 -11.45 17.03
100 H 5.09 -10.91 18.29
101 H 4.78 -10.15 16.63
102 H 4.03 -7.07 21.28
103 H 2.16 -5.92 22.49
104 H -0.13 -5.89 18.70
105 H 1.50 -7.45 17.85

Results of the Löwdin charge analysis, in e, for atoms 1 through 8:
1. Li 0.486
2. C -0.119
3. O -0.430
4. Si 0.375
5. C -0.167
6. C -0.179
7. C -0.512
8. Si 0.345


# C27H31IrN6O3S

A molecular structure, C27H31IrN6O3S (wB97M-V/def2-TZVPD, OMol25).

The value obtained for the electronic energy is -2104.2800 hartree. For the LUMO energy, the calculation gives -0.3 eV. The calculation puts the energy above the lowest of the compared OMol25 structures with the same formula, charge and spin at 0.0 kJ/mol. The total charge is 0. As for the HOMO-LUMO gap: 0.2764 hartree.

CARTESIAN COORDINATES (ANGSTROEM)
1 Ir -0.42 -0.22 0.77
2 C -0.26 1.37 -1.82
3 N -1.43 0.67 -1.27
4 C -2.49 1.41 -0.59
5 C -3.10 0.59 0.51
6 N -2.44 -0.27 1.26
7 C -3.34 -0.75 2.20
8 C -3.16 -1.67 3.23
9 C -4.26 -1.97 4.00
10 C -5.51 -1.37 3.77
11 C -5.70 -0.46 2.75
12 C -4.59 -0.16 1.97
13 N -4.40 0.68 0.88
14 C 1.05 0.70 -1.49
15 N 1.28 0.12 -0.32
16 C 2.60 -0.26 -0.31
17 C 3.34 -0.94 0.65
18 C 4.68 -1.14 0.38
19 C 5.26 -0.70 -0.83
20 C 4.52 -0.04 -1.80
21 C 3.18 0.17 -1.51
22 N 2.16 0.74 -2.25
23 H -0.23 2.38 -1.40
24 H -0.33 1.47 -2.90
25 H -1.80 0.05 -1.97
26 H -3.30 1.70 -1.28
27 H -2.08 2.32 -0.17
28 H -2.19 -2.11 3.40
29 H -4.16 -2.67 4.82
30 H -6.35 -1.64 4.40
31 H -6.66 -0.01 2.57
32 H -5.10 1.24 0.43
33 H 2.88 -1.26 1.58
34 H 5.30 -1.65 1.10
35 H 6.31 -0.87 -1.00
36 H 4.95 0.27 -2.73
37 H 2.21 0.96 -3.25
38 C 2.14 2.09 1.87
39 C 0.93 1.78 2.75
40 C 0.01 3.02 2.75
41 C 1.41 1.51 4.18
42 C 0.00 0.66 2.32
43 H 2.70 2.92 2.31
44 H 1.84 2.38 0.86
45 H 2.81 1.24 1.80
46 H 0.55 3.88 3.15
47 H -0.87 2.86 3.37
48 H -0.32 3.25 1.74
49 H 2.00 2.35 4.55
50 H 2.04 0.61 4.21
51 H 0.57 1.36 4.85
52 H -0.67 0.47 3.18
53 N -0.63 -2.22 -0.67
54 C -0.14 -2.16 -2.01
55 C 1.20 -2.39 -2.28
56 C 1.72 -1.98 -3.50
57 C 0.90 -1.36 -4.43
58 C -0.47 -1.33 -4.24
59 C -0.99 -1.74 -3.02
60 S 1.64 -0.40 -5.75
61 O 0.52 0.06 -6.55
62 O 2.28 0.67 -4.96
63 O 2.58 -1.28 -6.41
64 H -0.09 -2.83 -0.06
65 H -1.57 -2.60 -0.67
66 H 1.86 -2.77 -1.51
67 H 2.78 -2.05 -3.69
68 H -1.10 -0.92 -5.02
69 H -2.07 -1.74 -2.86

Results of the natural (NBO) charge analysis, in e, for atoms 1 through 8:
1. Ir 0.486
2. C -0.285
3. N -0.640
4. C -0.251
5. C 0.416
6. N -0.475
7. C 0.157
8. C -0.209